This record from OMol25 describes a 2-piece molecular cluster, C2H3I3Si overall at a distorted geometry. The level of theory is ωB97M-V/def2-TZVPD.

```
9
Properties=species:S:1:pos:R:3:forces:R:3
C -1.762841 0.162040 -0.708384 1.8 -0.1 -1.5
C -1.173317 -0.015089 0.463549 3.1 0.1 -3.3
Si 1.502940 -0.225181 0.469401 -2.3 1.1 -0.5
I 1.998085 -2.013508 -1.132711 0.0 0.2 0.4
I 2.404415 1.904423 -0.669714 -0.5 -1.0 0.7
I 2.525873 -0.424022 2.721091 -0.4 0.0 -0.8
H -2.865609 0.291714 -0.877957 1.2 -0.1 0.3
H -1.041655 0.186188 -1.638520 -1.9 -0.2 1.6
H -1.587887 0.133438 1.373247 -1.0 0.0 3.0
```
Positions in Å, forces in eV/Å.

Output
relative energy (zero: lowest compared OMol25 entry of this formula, charge and spin): 237.0 kJ/mol
E_LUMO (alpha / beta): -0.0552 / -0.0553 hartree
electronic energy: -34302.0036 eV
net charge: 0
Kohn-Sham gap (alpha / beta): 7.6 / 7.6 eV
spin multiplicity: 1
E_HOMO (alpha / beta): -9.09 / -9.09 eV
largest force on an atom: 4.48 eV/A